Entry 1:
ORCA calculation (ωB97M-V/def2-TZVPD) on a cluster of 8 separate species, C26H36INO28S8 in total.

Values from the calculation:
LUMO energy (Ha): 0.0041
Structure (SMILES): Ic1cccc2c1Sc1ccccc1N2.O=S1(=O)OCCO1.O=S1(=O)OCCO1.O=S1(=O)OCCO1.O=S1(=O)OCCO1.O=S1(=O)OCCO1.O=S1(=O)OCCO1.O=S1(=O)OCCO1

Geometry as XYZ:
```
100
Properties=species:S:1:pos:R:3:forces:R:3:lowdin_charge:R:1
I -5.6109 -0.0833 -1.3712 1.283 -0.002 -0.573 0.8022
C -3.6129 0.0270 -2.2231 1.913 0.075 -0.997 -0.6333
C -3.2791 -0.7979 -3.4046 1.956 1.912 1.136 -0.1123
C -1.9068 -0.6363 -3.9537 -0.368 0.962 1.890 -0.0620
C -0.9321 0.2606 -3.3288 -1.557 0.073 0.844 -0.0042
C -1.2597 1.0777 -2.1229 -1.174 -2.568 -2.003 -0.2216
C -2.6198 0.9392 -1.5860 0.602 -0.550 -1.308 -0.4717
S -3.0691 1.9131 -0.1044 0.774 0.173 -0.799 0.8624
C -1.8843 3.3011 -0.1955 0.994 0.883 -0.324 -0.4173
C -2.2175 4.5783 0.4794 2.766 0.458 -1.384 -0.0871
C -1.2518 5.6991 0.3981 0.604 -1.838 -0.901 -0.0845
C 0.0308 5.5430 -0.3286 -1.813 -2.450 0.105 -0.0833
C 0.3225 4.2519 -0.9614 -1.590 0.324 0.840 -0.0147
C -0.6272 3.1010 -0.9266 0.684 3.057 1.343 -0.2245
N -0.1859 1.8908 -1.5884 -2.052 0.196 0.680 0.0429
H -4.0110 -1.5021 -3.8807 0.787 0.885 0.733 0.0921
H -1.5517 -1.2237 -4.8435 -0.663 0.620 1.030 0.1042
H 0.1159 0.3402 -3.7579 -1.601 -0.070 0.690 0.0864
H -3.1500 4.7598 1.0628 0.802 -0.539 -0.741 0.0953
H -1.4780 6.6794 0.8972 0.153 -1.222 -0.563 0.0943
H 0.7980 6.3471 -0.4242 -0.965 -0.679 0.269 0.0923
H 1.3135 4.1359 -1.4822 -1.289 -0.062 0.531 0.1094
H 0.4925 1.3537 -1.0372 -0.269 0.322 -0.256 0.1176
O 4.1378 0.5095 2.2000 -0.392 0.324 -0.487 -0.2280
S 3.0113 0.2002 1.3846 -0.510 -0.895 0.151 0.6413
O 2.5327 1.0775 0.3739 0.346 0.045 0.122 -0.2183
O 1.7826 -0.1945 2.3522 0.814 0.140 -0.189 -0.1793
C 1.3294 -1.5158 2.0445 -0.432 -0.372 -0.387 -0.1602
C 2.5505 -2.2368 1.5080 0.083 -0.316 0.594 -0.1639
O 3.2418 -1.2564 0.7288 -0.344 0.729 -0.011 -0.1813
H 0.5479 -1.4397 1.2841 0.014 -0.044 0.036 0.1357
H 0.9231 -1.9963 2.9332 0.093 0.263 0.073 0.1406
H 2.2897 -3.0997 0.8980 0.106 0.210 -0.188 0.1390
H 3.2125 -2.5523 2.3190 -0.065 -0.034 -0.014 0.1352
O -3.6234 0.7090 6.9333 0.364 -0.037 -0.204 -0.2192
S -3.2015 0.5133 5.5897 -0.369 0.181 -0.343 0.6239
O -1.9280 -0.0221 5.2553 -0.250 -0.037 0.285 -0.2233
O -3.4076 1.9016 4.7891 -0.208 -0.510 0.510 -0.1878
C -4.2821 1.6896 3.6780 0.046 -0.176 -0.660 -0.1742
C -5.1834 0.5426 4.0921 -0.476 0.394 0.156 -0.1681
O -4.3337 -0.3469 4.8194 0.666 0.266 -0.048 -0.1897
H -3.6728 1.4204 2.8113 -0.072 0.010 -0.012 0.0976
H -4.8440 2.5964 3.4577 0.136 0.036 0.215 0.1370
H -5.6311 0.0362 3.2385 0.210 -0.169 0.092 0.1351
H -5.9733 0.8836 4.7672 -0.003 0.019 -0.068 0.1332
O -5.2831 -3.7361 -2.8964 0.430 -0.116 0.106 -0.2395
S -4.7508 -4.3718 -1.7384 -0.497 -0.488 0.361 0.6054
O -3.3724 -4.3150 -1.3955 -0.238 0.289 -0.216 -0.2144
O -5.2180 -5.9165 -1.7518 -0.917 2.360 1.827 -0.2711
C -5.9573 -6.2032 -0.5631 0.123 -0.042 0.512 -0.1515
C -6.5995 -4.8872 -0.1634 -0.538 -0.162 -0.243 -0.1698
O -5.6155 -3.8960 -0.4548 0.553 -0.238 -0.123 -0.2174
H -5.2548 -6.5485 0.2002 -0.067 0.004 0.020 0.1365
H -6.6958 -6.9814 -0.7537 0.115 0.059 -0.244 0.1399
H -6.8727 -4.8596 0.8904 0.215 0.181 -0.028 0.1348
H -7.4828 -4.6773 -0.7731 -0.010 -0.077 0.047 0.1347
O -4.5280 -7.1931 -3.2575 0.282 -1.764 -2.010 -0.2176
S -5.3405 -7.7333 -4.2911 0.602 -0.227 -0.372 0.6507
O -6.7150 -7.4007 -4.4374 0.305 0.124 0.198 -0.2094
O -5.1979 -9.3451 -4.2573 0.208 0.540 0.024 -0.1876
C -4.7189 -9.8122 -5.5196 -0.202 -0.151 -0.526 -0.1717
C -3.8922 -8.6693 -6.0796 0.516 -0.234 0.208 -0.1712
O -4.6015 -7.4862 -5.7084 -0.668 -0.250 0.230 -0.1818
H -5.5829 -10.0235 -6.1551 0.060 -0.008 -0.018 0.1332
H -4.1332 -10.7215 -5.3916 -0.063 0.095 0.232 0.1354
H -3.7809 -8.7274 -7.1610 -0.167 0.217 0.054 0.1360
H -2.9034 -8.6309 -5.6143 -0.015 -0.067 -0.049 0.1341
O 7.2696 1.1100 7.5911 0.418 -0.059 -0.160 -0.2225
S 7.6897 0.9068 6.2456 -0.664 0.279 -0.625 0.6402
O 8.9620 0.3644 5.9120 -0.230 -0.034 0.350 -0.2205
O 7.4882 2.2935 5.4398 -2.109 -4.478 0.897 -0.2973
C 6.6110 2.0768 4.3317 0.018 -0.295 -0.431 -0.1512
C 5.7069 0.9327 4.7522 -0.468 0.285 0.084 -0.1730
O 6.5535 0.0426 5.4825 0.662 0.087 0.023 -0.1909
H 7.2184 1.8025 3.4650 -0.064 0.011 -0.011 0.1409
H 6.0508 2.9840 4.1082 0.146 0.047 0.217 0.1383
H 5.2566 0.4247 3.9024 0.289 -0.096 0.303 0.0905
H 4.9190 1.2801 5.4271 0.003 0.053 -0.062 0.1378
O 8.9996 5.3832 7.2850 0.008 -0.228 -0.319 -0.2045
S 8.4994 5.2446 5.9619 0.138 0.238 -0.337 0.6739
O 8.4137 3.9852 5.2997 1.946 4.246 0.229 -0.2158
O 9.2941 6.2900 5.0090 -0.338 0.090 0.545 -0.1866
C 8.3646 7.1784 4.3892 -0.278 -0.006 -0.417 -0.1769
C 7.1999 7.2762 5.3574 0.204 0.499 0.246 -0.1740
O 7.0482 5.9581 5.8872 0.389 -0.353 -0.419 -0.1852
H 8.0527 6.7368 3.4387 -0.029 0.063 0.013 0.1317
H 8.8289 8.1461 4.2033 0.147 -0.139 0.122 0.1342
H 6.2816 7.6030 4.8721 -0.037 -0.263 0.070 0.1345
H 7.4315 7.9494 6.1872 -0.008 0.037 -0.076 0.1332
O 1.7212 0.3864 -5.2490 0.063 -0.333 -0.655 -0.2351
S 1.2293 0.2489 -6.5820 -0.123 0.584 -0.084 0.6227
O 1.1539 -1.0019 -7.2508 0.005 0.111 0.429 -0.2136
O 2.0245 1.2923 -7.5251 -0.272 -0.178 0.625 -0.1854
C 1.0965 2.1829 -8.1481 -0.364 0.040 -0.478 -0.1688
C -0.0707 2.2778 -7.1837 0.198 0.573 0.253 -0.1660
O -0.2202 0.9576 -6.6593 0.487 -0.464 -0.360 -0.1994
H 0.7889 1.7432 -9.1003 -0.014 0.049 0.025 0.1336
H 1.5611 3.1509 -8.3302 0.171 -0.154 0.141 0.1362
H -0.9877 2.6046 -7.6708 -0.039 -0.278 0.074 0.1374
H 0.1568 2.9489 -6.3510 -0.017 0.030 -0.067 0.1363
```
Forces are in eV/Å.

Entry 2:
ORCA calculation (ωB97M-V/def2-TZVPD) on a structure of composition C26H36N6NiO3Se.

Values from the calculation:
LUMO energy (alpha / beta) (Ha): -0.2280 / -0.2279
Multiplicity: 3
Net charge: +2
ΔE to the lowest compared entry with this formula, charge and spin (eV): 0.0000
<S²>: 2.01

Geometry as XYZ:
```
73
Properties=species:S:1:pos:R:3:forces:R:3:nbo_charge:R:1
Ni -0.2148 -0.7682 0.1405 0.003 0.021 -0.308 1.3961
C 2.8193 0.4052 3.2349 0.031 0.019 -0.040 -0.7211
C 2.3236 -0.3848 2.0581 -0.024 0.025 -0.126 0.7140
O 1.1828 -0.2016 1.6097 -0.009 -0.198 0.136 -0.7269
N 3.1690 -1.2627 1.5002 -0.033 0.020 0.079 -0.5812
C 2.7340 -2.2414 0.5081 0.085 -0.039 -0.031 -0.2778
C 2.5860 -1.6980 -0.8954 -0.077 -0.009 0.062 0.2106
C 3.5854 -1.8780 -1.8407 0.001 0.038 -0.012 -0.2315
C 3.3910 -1.4152 -3.1323 0.018 0.001 0.013 -0.1277
C 2.1973 -0.7825 -3.4426 -0.039 -0.006 0.017 -0.2366
C 1.2518 -0.6354 -2.4449 0.023 -0.185 -0.050 0.0352
N 1.4353 -1.0814 -1.1973 -0.008 -0.052 0.015 -0.5372
H 2.0103 1.0240 3.6117 -0.006 0.006 0.010 0.2584
H 3.6578 1.0391 2.9405 0.009 0.004 0.007 0.2453
H 3.1727 -0.2568 4.0251 -0.005 -0.010 0.014 0.2579
H 4.0655 -1.3952 1.9410 0.002 -0.009 -0.021 0.4215
H 1.7817 -2.6681 0.8226 -0.024 0.015 0.009 0.2463
H 3.4732 -3.0408 0.5073 -0.026 0.009 -0.023 0.2375
H 4.4980 -2.3897 -1.5676 0.017 -0.009 -0.001 0.2399
H 4.1553 -1.5532 -3.8848 0.008 -0.010 -0.013 0.2474
H 1.9965 -0.4138 -4.4382 -0.001 0.010 -0.016 0.2469
H 0.3099 -0.1309 -2.6262 -0.029 -0.011 -0.015 0.2265
C -2.0122 2.8879 2.8943 -0.013 0.022 0.002 -0.2495
O -1.3275 1.6509 2.8071 0.025 -0.033 -0.031 -0.5529
C -2.1256 0.6037 3.3101 -0.040 0.001 0.043 -0.0976
C -1.5026 -0.7325 2.9976 -0.016 -0.167 -0.003 -0.0817
O -1.6694 -1.1701 1.6345 0.053 0.161 0.153 -0.6041
C -3.0006 -1.6160 1.3743 0.009 0.028 -0.023 -0.2506
H -2.3551 3.0803 3.9154 -0.001 0.003 0.002 0.1865
H -2.8716 2.9057 2.2166 -0.015 0.002 0.004 0.1811
H -1.3208 3.6772 2.6090 0.029 0.008 -0.015 0.1815
H -3.1424 0.6654 2.9018 0.021 0.005 -0.013 0.1811
H -2.2170 0.6860 4.4019 0.001 0.010 -0.015 0.1917
H -1.9436 -1.4993 3.6415 0.016 0.034 0.015 0.1952
H -0.4313 -0.6960 3.1741 -0.031 0.034 0.022 0.2133
H -3.2826 -2.3728 2.1092 -0.010 0.002 -0.008 0.1953
H -3.0183 -2.0505 0.3809 -0.022 -0.010 -0.004 0.1926
H -3.7080 -0.7871 1.4071 -0.003 -0.012 0.004 0.1969
C 2.5791 1.9344 -0.9364 -0.107 0.128 0.012 -0.4056
N 1.8470 3.1270 -0.4342 -0.011 -0.023 0.003 -0.3382
C 1.5313 4.0612 -1.5545 -0.018 -0.061 0.115 -0.4185
C 0.6387 2.7170 0.4328 0.116 0.082 -0.014 -0.2321
C -0.6131 2.3482 -0.3110 0.113 -0.048 0.111 -0.1700
C -1.4421 3.4071 -0.7010 -0.010 0.016 0.019 -0.2013
C -2.6786 3.1877 -1.2739 0.000 -0.084 0.006 -0.2193
C -3.1128 1.8766 -1.4044 0.012 0.093 -0.002 -0.2113
C -2.2949 0.8372 -0.9880 0.036 -0.118 0.041 -0.2083
C -1.0099 1.0045 -0.4405 -0.183 0.099 -0.271 -0.4365
H 3.4121 2.2607 -1.5539 0.020 -0.023 -0.007 0.2294
H 1.8787 1.3404 -1.5171 0.103 0.171 0.085 0.2344
H 2.9369 1.3595 -0.0857 -0.008 -0.030 -0.032 0.2172
H 2.4707 3.6305 0.1958 0.016 -0.040 -0.007 0.4237
H 0.8243 3.5733 -2.2186 0.009 0.018 -0.020 0.2439
H 2.4585 4.2917 -2.0729 -0.022 0.029 -0.017 0.2306
H 1.0944 4.9675 -1.1469 -0.032 0.025 -0.016 0.2365
H 0.4702 3.5735 1.0859 -0.032 0.028 -0.045 0.2209
H 0.9892 1.8819 1.0306 -0.040 0.030 0.069 0.2504
H -1.1344 4.4306 -0.5170 0.053 0.028 0.008 0.2045
H -3.3036 4.0172 -1.5738 -0.012 0.008 0.003 0.2332
H -4.0956 1.6686 -1.8077 -0.017 -0.015 -0.009 0.2252
H -2.7089 -0.1620 -1.0550 -0.014 0.021 -0.014 0.1759
Se -0.4028 -5.3374 0.7995 -0.056 0.057 -0.146 1.0610
N -1.3430 -5.7734 -0.6290 0.011 0.072 0.061 -0.5717
C -1.5800 -4.6549 -1.2893 -0.056 -0.192 -0.091 0.1177
C -2.3210 -4.5470 -2.5084 0.040 -0.020 0.078 -0.1192
C -2.4578 -3.3102 -3.0405 0.064 0.105 0.044 -0.2649
C -1.8917 -2.1716 -2.3793 0.024 -0.015 -0.147 0.1274
N -1.2168 -2.2117 -1.2656 0.050 -0.168 0.346 -0.5383
C -1.0362 -3.4617 -0.7112 0.024 0.224 0.046 0.2379
N -0.3626 -3.6007 0.4123 0.034 -0.082 -0.049 -0.6873
H -2.7472 -5.4297 -2.9641 0.008 -0.028 0.001 0.2579
H -3.0002 -3.1485 -3.9607 -0.010 -0.002 -0.004 0.2522
H -2.0312 -1.1908 -2.8213 -0.025 -0.006 0.004 0.2207
```
Forces are in eV/Å.

| no. | total energy (eV) | largest force on an atom (eV/Å) |
| --- | --- | --- |
| 1 | -181137.29623 | 5.031 |
| 2 | -149004.64364 | 0.388 |